Record 1
Below is C24H22BrClN6O6V as an isolated structure at a distorted geometry, with properties calculated with the ωB97M-V functional and the def2-TZVPD basis.

CARTESIAN COORDINATES (ANGSTROEM)
V  0.50  -0.37  -0.02
O  5.09  2.47  1.66
C  4.05  3.28  1.63
O  4.07  4.39  2.06
C  2.76  2.73  1.08
C  1.53  3.44  1.06
Cl  1.20  4.96  1.64
N  0.58  2.65  0.52
N  1.14  1.46  0.19
C  2.44  1.51  0.53
C  3.15  0.21  0.29
O  4.28  -0.01  0.58
O  2.29  -0.67  -0.29
C  -0.82  2.81  0.23
C  -1.38  4.03  -0.07
C  -2.74  4.09  -0.37
C  -3.52  2.95  -0.38
C  -2.95  1.71  -0.12
C  -1.60  1.65  0.18
H  4.91  1.57  1.33
H  -0.79  4.93  -0.09
H  -3.18  5.05  -0.60
H  -4.58  3.02  -0.60
H  -3.55  0.81  -0.11
H  -1.21  0.67  0.45
Br  -2.25  -1.80  7.17
C  -1.04  -1.73  5.75
C  0.33  -1.65  6.01
C  1.24  -1.61  4.96
C  0.80  -1.63  3.65
C  -0.57  -1.71  3.41
C  -1.50  -1.76  4.45
C  -1.13  -1.73  2.07
O  -2.23  -1.83  1.66
O  -0.08  -1.54  0.99
H  0.68  -1.63  7.04
H  2.30  -1.57  5.18
H  1.52  -1.64  2.85
H  -2.56  -1.83  4.24
C  -1.51  -1.26  -2.00
N  -1.80  -1.74  -3.31
C  -1.27  -0.80  -4.31
N  0.18  -0.67  -4.20
C  0.53  -0.16  -2.91
N  0.01  -1.11  -1.80
C  0.64  -2.50  -2.07
N  0.30  -2.94  -3.38
C  -1.16  -3.05  -3.51
C  0.80  -1.99  -4.38
H  -1.86  -1.95  -1.24
H  -1.95  -0.27  -1.85
H  -1.74  0.18  -4.17
H  -1.52  -1.16  -5.31
H  0.07  0.82  -2.74
H  1.61  -0.10  -2.79
H  0.25  -3.17  -1.32
H  1.72  -2.39  -1.96
H  -1.54  -3.76  -2.78
H  -1.40  -3.41  -4.51
H  0.55  -2.36  -5.38
H  1.88  -1.91  -4.30

Properties
net charge = +2
highest occupied orbital energy (spin up / spin down) = -14.30 / -14.30 eV
multiplicity = 2
DFT total energy = -5685.41988 hartree

Record 2
Below is C35H34KOS2Sb2Se as an isolated structure, with properties calculated with the ωB97M-V functional and the def2-TZVPD basis.

CARTESIAN COORDINATES (ANGSTROEM)
K  0.18  -2.79  -0.84
C  -1.63  1.17  3.27
C  -2.36  1.57  1.99
C  -1.62  1.28  0.69
Sb  -2.23  2.54  -0.98
C  -4.35  2.41  -0.56
C  -5.12  1.63  -1.42
C  -6.48  1.47  -1.19
C  -7.08  2.07  -0.09
C  -6.32  2.86  0.75
C  -4.97  3.04  0.51
C  -1.88  4.37  0.13
C  -0.68  4.49  0.84
C  -0.38  5.64  1.54
C  -1.27  6.71  1.54
C  -2.45  6.62  0.82
C  -2.74  5.46  0.11
Sb  -0.55  -0.74  3.21
C  -2.12  -1.92  2.36
C  -1.77  -3.02  1.57
C  -2.75  -3.79  0.97
C  -4.09  -3.46  1.12
C  -4.45  -2.38  1.92
C  -3.47  -1.62  2.54
C  -1.11  -1.20  5.25
C  -1.61  -2.45  5.59
C  -1.89  -2.77  6.92
C  -1.66  -1.83  7.92
C  -1.16  -0.58  7.59
C  -0.88  -0.27  6.26
H  -2.32  1.16  4.12
H  -0.85  1.90  3.50
H  -2.58  2.64  2.06
H  -3.32  1.05  1.93
H  -1.80  0.25  0.37
H  -0.53  1.41  0.79
H  -4.66  1.13  -2.26
H  -7.08  0.88  -1.88
H  -8.14  1.92  0.10
H  -6.79  3.36  1.60
H  -4.39  3.67  1.18
H  0.02  3.66  0.84
H  0.56  5.71  2.09
H  -1.03  7.61  2.10
H  -3.14  7.45  0.81
H  -3.67  5.40  -0.46
H  -0.73  -3.31  1.48
H  -2.49  -4.66  0.37
H  -4.85  -4.05  0.62
H  -5.49  -2.13  2.05
H  -3.75  -0.80  3.19
H  -1.80  -3.18  4.81
H  -2.28  -3.74  7.17
H  -1.86  -2.08  8.95
H  -0.98  0.16  8.36
H  -0.49  0.71  6.01
C  5.06  -4.33  1.67
O  4.28  -3.14  1.60
C  3.06  -3.18  1.03
S  2.40  -4.63  0.50
S  2.31  -1.67  0.94
H  6.03  -4.02  2.05
H  5.16  -4.79  0.69
H  4.60  -5.05  2.35
Se  -1.98  -1.98  -2.73
C  -3.25  -3.38  -2.53
C  -2.86  -4.72  -2.52
C  -3.80  -5.73  -2.34
C  -5.14  -5.42  -2.18
C  -5.54  -4.09  -2.21
C  -4.61  -3.08  -2.40
H  -1.81  -4.97  -2.65
H  -3.47  -6.77  -2.33
H  -5.87  -6.21  -2.03
H  -6.59  -3.84  -2.08
H  -4.91  -2.05  -2.42

Properties
net charge = -1
highest occupied orbital energy = -4.13 eV
multiplicity = 1
DFT total energy = -5707.64128 hartree

Record 3
Below is a single C4H7NO2 molecule, with properties calculated with the ωB97M-V functional and the def2-TZVPD basis.

CARTESIAN COORDINATES (ANGSTROEM)
O  -1.72  1.57  0.52
C  -1.09  0.98  -0.33
C  -0.11  -0.11  0.00
C  1.22  0.07  -0.69
O  1.68  1.40  -0.52
C  -0.67  -1.44  0.36
N  -0.09  -0.57  1.38
H  -1.23  1.22  -1.41
H  1.12  -0.08  -1.77
H  1.93  -0.67  -0.29
H  1.65  1.60  0.42
H  -0.10  -2.33  0.12
H  -1.75  -1.56  0.32
H  -0.82  -0.09  1.89

Properties
structure (SMILES) = O=C[C@]1(CO)CN1
ΔE to the lowest compared entry with this formula, charge and spin = 2.290 eV
highest occupied orbital energy = -10.06 eV
multiplicity = 1
DFT total energy = -361.79671 hartree

Record 4
Below is a 3-piece molecular cluster, C13H14ClF16O5P overall at a distorted geometry, with properties calculated with the ωB97M-V functional and the def2-TZVPD basis.

CARTESIAN COORDINATES (ANGSTROEM)
F  1.08  2.88  2.96
C  0.66  3.83  2.12
F  1.48  4.91  2.25
C  -0.77  4.26  2.43
F  -0.82  4.84  3.65
F  -1.06  5.23  1.51
C  -1.88  3.21  2.30
O  -2.34  2.59  3.48
C  -1.78  1.47  3.99
F  -0.85  0.94  3.18
F  -2.76  0.54  4.13
C  -1.22  1.70  5.40
F  -0.27  2.66  5.38
F  -0.66  0.56  5.85
H  0.73  3.47  1.09
H  -2.75  3.77  1.94
H  -1.66  2.49  1.51
H  -2.02  2.01  6.08
F  0.73  -5.26  0.37
C  0.71  -6.40  -0.35
F  1.16  -7.41  0.44
C  1.62  -6.30  -1.58
F  2.90  -6.17  -1.18
F  1.50  -7.51  -2.20
C  1.28  -5.24  -2.64
O  2.01  -4.03  -2.61
C  1.62  -2.95  -1.89
F  0.41  -3.10  -1.34
F  1.54  -1.90  -2.75
C  2.67  -2.56  -0.84
F  2.86  -3.56  0.03
F  2.21  -1.48  -0.16
H  -0.32  -6.62  -0.65
H  1.57  -5.71  -3.58
H  0.20  -5.07  -2.69
H  3.61  -2.31  -1.33
C  -0.09  0.65  -2.65
P  -0.51  2.40  -2.93
C  1.00  3.29  -2.43
O  -1.58  2.73  -1.61
C  -2.87  2.98  -1.83
O  -3.69  2.89  -0.98
O  -3.14  3.41  -3.11
Cl  -4.38  2.52  -3.81
H  0.88  0.48  -2.18
H  -0.85  0.13  -2.05
H  -0.09  0.19  -3.64
H  1.73  2.70  -1.88
H  0.74  4.17  -1.83
H  1.44  3.65  -3.37

Properties
structure (SMILES) = FC(F)C(F)(F)COC(F)(F)C(F)F.FC(F)C(F)(F)COC(F)(F)C(F)F.CP(C)OC(=O)OCl
highest occupied orbital energy = -9.30 eV
multiplicity = 1
DFT total energy = -3279.33228 hartree

Record 5
Below is C26H37N9O5PS2Tl as an isolated structure, with properties calculated with the ωB97M-V functional and the def2-TZVPD basis.

CARTESIAN COORDINATES (ANGSTROEM)
Tl  0.30  -0.59  -0.20
C  2.34  -5.34  -0.73
C  2.00  -3.89  -0.94
N  1.88  -3.05  0.02
N  1.99  -3.51  1.29
C  2.12  -2.66  2.34
N  2.08  -3.26  3.54
S  2.34  -1.01  2.21
C  1.75  -3.36  -2.31
C  2.06  -4.09  -3.45
C  1.80  -3.53  -4.70
C  1.23  -2.28  -4.77
C  0.94  -1.63  -3.58
N  1.19  -2.15  -2.39
H  3.02  -5.48  0.11
H  1.43  -5.92  -0.54
H  2.82  -5.77  -1.60
H  1.93  -4.50  1.48
H  2.13  -4.26  3.65
H  2.31  -2.70  4.34
H  2.50  -5.07  -3.40
H  2.05  -4.08  -5.59
H  1.02  -1.81  -5.72
H  0.48  -0.64  -3.59
O  -3.37  -3.71  0.93
C  -2.52  -2.68  0.86
O  -1.40  -2.78  0.43
C  -3.15  -1.40  1.34
C  -4.51  -1.35  1.67
C  -5.03  -0.15  2.11
C  -4.20  0.95  2.19
C  -2.87  0.79  1.80
N  -2.35  -0.35  1.39
C  -1.99  2.00  1.83
O  -2.26  2.99  2.46
O  -0.90  1.83  1.08
H  -2.93  -4.50  0.59
H  -5.12  -2.24  1.60
H  -6.08  -0.07  2.37
H  -4.55  1.92  2.52
C  -3.58  2.09  -4.29
N  -2.59  1.43  -3.45
C  -2.73  -0.02  -3.39
P  -1.17  2.12  -2.97
O  -0.67  1.46  -1.73
N  -1.44  3.73  -2.73
C  -1.29  4.77  -3.74
C  -2.30  4.10  -1.61
N  -0.06  1.97  -4.20
C  1.33  2.32  -3.91
C  -0.41  2.03  -5.61
H  -4.58  1.96  -3.86
H  -3.60  1.67  -5.30
H  -3.38  3.15  -4.36
H  -3.74  -0.28  -3.05
H  -2.01  -0.43  -2.69
H  -2.58  -0.48  -4.38
H  -0.48  4.51  -4.42
H  -1.03  5.71  -3.25
H  -2.20  4.93  -4.33
H  -2.39  3.26  -0.93
H  -3.30  4.40  -1.94
H  -1.86  4.95  -1.07
H  1.51  2.27  -2.84
H  1.58  3.32  -4.27
H  2.00  1.61  -4.40
H  -1.45  1.75  -5.76
H  0.21  1.32  -6.17
H  -0.25  3.02  -6.04
S  0.34  2.82  0.58
C  0.68  4.15  1.67
N  -0.08  4.59  2.67
C  0.26  5.66  3.42
C  1.42  6.33  3.19
C  2.25  5.88  2.15
C  1.89  4.79  1.40
H  -0.99  4.12  2.80
H  -0.44  5.93  4.21
H  1.69  7.19  3.79
H  3.19  6.38  1.96
H  2.52  4.42  0.60

Properties
net charge = +2
ΔE to the lowest compared entry with this formula, charge and spin = 1.185 eV
highest occupied orbital energy = -12.29 eV
multiplicity = 1
DFT total energy = -3191.81014 hartree

Record 6
Below is a single C3H10N2 molecule at a distorted geometry, with properties calculated with the ωB97M-V functional and the def2-TZVPD basis.

CARTESIAN COORDINATES (ANGSTROEM)
N  0.94  0.53  2.22
C  0.08  -0.22  1.31
C  0.27  0.24  -0.14
C  -0.87  -0.26  -1.01
N  -0.46  -0.33  -2.43
H  1.88  0.58  1.83
H  1.04  0.03  3.10
H  0.18  -1.30  1.39
H  -0.95  0.00  1.59
H  1.24  -0.15  -0.45
H  0.28  1.33  -0.16
H  -1.19  -1.26  -0.73
H  -1.68  0.46  -0.94
H  0.37  0.25  -2.53
H  -1.14  0.10  -3.04

Properties
structure (SMILES) = NCCCN
ΔE to the lowest compared entry with this formula, charge and spin = 0.379 eV
highest occupied orbital energy = -9.29 eV
multiplicity = 1
DFT total energy = -229.79531 hartree

Record 7
Below is C22H31BrN3O2PbS2Si as an isolated structure, with properties calculated with the ωB97M-V functional and the def2-TZVPD basis.

CARTESIAN COORDINATES (ANGSTROEM)
Pb  -0.43  -0.95  -1.85
S  -2.28  0.23  -3.32
C  -2.37  1.80  -2.56
C  -3.31  2.69  -3.17
N  -4.07  3.37  -3.69
C  -1.66  2.22  -1.48
S  -0.51  1.29  -0.55
C  -1.83  3.55  -1.01
N  -1.93  4.64  -0.63
O  -2.73  -3.81  0.74
C  -1.89  -3.09  0.21
O  -2.07  -2.31  -0.79
C  -0.48  -3.15  0.81
C  -0.21  -4.04  1.84
C  1.08  -4.12  2.34
C  2.06  -3.30  1.80
C  1.70  -2.43  0.79
N  0.46  -2.36  0.31
H  -1.02  -4.65  2.21
H  1.32  -4.82  3.13
H  3.08  -3.33  2.16
H  2.42  -1.75  0.34
C  5.35  4.70  2.86
C  4.38  3.93  1.96
C  4.78  4.18  0.50
C  2.97  4.51  2.13
Si  4.41  2.05  2.37
Br  2.58  1.14  1.39
C  5.90  1.10  1.57
C  5.96  -0.34  2.11
C  5.74  0.99  0.04
C  7.23  1.80  1.88
C  4.19  1.68  4.27
C  3.70  0.25  4.51
C  5.52  1.87  5.01
C  3.14  2.62  4.88
H  5.34  5.76  2.58
H  6.38  4.34  2.76
H  5.07  4.64  3.91
H  4.67  5.25  0.28
H  4.13  3.63  -0.19
H  5.82  3.91  0.30
H  2.98  5.56  1.82
H  2.62  4.48  3.16
H  2.24  3.99  1.51
H  5.00  -0.85  1.98
H  6.23  -0.37  3.16
H  6.71  -0.91  1.56
H  4.84  0.44  -0.22
H  6.60  0.45  -0.37
H  5.70  1.96  -0.44
H  7.38  1.92  2.96
H  7.28  2.79  1.42
H  8.06  1.21  1.49
H  4.40  -0.50  4.14
H  2.74  0.07  4.03
H  3.58  0.09  5.59
H  6.28  1.16  4.67
H  5.38  1.71  6.08
H  5.93  2.88  4.88
H  2.20  2.57  4.34
H  3.48  3.66  4.91
H  2.95  2.31  5.91

Properties
net charge = -1
ΔE to the lowest compared entry with this formula, charge and spin = 0.322 eV
highest occupied orbital energy = -4.81 eV
multiplicity = 1
DFT total energy = -5024.61169 hartree

Record 8
Below is F8N4O16S8Sr as an isolated structure at a distorted geometry, with properties calculated with the ωB97M-V functional and the def2-TZVPD basis.

CARTESIAN COORDINATES (ANGSTROEM)
Sr  -4.06  1.41  9.07
N  -2.32  0.44  12.82
S  -2.36  0.95  14.25
O  -1.11  1.56  14.85
O  -3.38  0.37  15.14
F  -3.18  2.30  13.74
S  -1.21  -0.78  13.25
O  -1.74  -1.90  14.05
O  0.20  -0.37  13.37
F  -1.21  -1.48  11.82
N  -5.19  5.43  8.09
S  -6.56  6.31  8.64
O  -7.82  6.25  7.92
O  -6.31  7.58  9.28
F  -6.86  5.35  9.94
S  -4.97  6.54  7.03
O  -4.10  7.64  7.40
O  -6.01  6.93  6.06
F  -3.97  5.63  6.08
N  -7.34  -1.31  9.31
S  -8.50  -1.49  8.17
O  -9.78  -0.83  8.34
O  -8.45  -2.69  7.32
F  -7.80  -0.33  7.27
S  -8.09  -2.24  10.21
O  -8.14  -3.66  9.87
O  -9.22  -1.61  10.91
F  -6.95  -2.32  11.36
N  -1.44  -0.70  6.31
S  -1.67  -1.64  4.86
O  -1.01  -2.93  4.84
O  -1.78  -1.01  3.59
F  -3.18  -1.95  5.14
S  0.04  -0.63  5.94
O  0.44  0.15  4.82
O  0.89  -1.72  6.39
F  0.35  0.39  7.12

Properties
net charge = -2
ΔE to the lowest compared entry with this formula, charge and spin = 11.869 eV
highest occupied orbital energy = -6.49 eV
multiplicity = 1
DFT total energy = -5437.81776 hartree

Record 9
Below is C22H11Cl2N2O6S2Tc as an isolated structure, with properties calculated with the ωB97M-V functional and the def2-TZVPD basis.

CARTESIAN COORDINATES (ANGSTROEM)
Tc  0.15  0.21  0.81
O  -0.97  5.13  -2.84
C  -0.57  4.07  -2.10
C  0.13  3.01  -2.64
C  0.51  1.95  -1.83
N  0.18  1.93  -0.53
C  -0.48  2.97  -0.01
C  -0.87  4.07  -0.74
C  -0.73  2.87  1.48
O  -1.22  3.80  2.09
O  -0.30  1.76  2.01
C  1.39  0.81  -2.38
O  1.47  0.76  -3.62
O  2.00  0.17  -1.50
H  -0.71  4.98  -3.75
H  0.41  2.95  -3.69
H  -1.39  4.88  -0.26
S  2.36  0.07  1.43
C  2.33  -0.64  3.00
C  3.50  -0.68  3.78
C  3.50  -1.26  5.02
C  2.32  -1.83  5.52
C  1.17  -1.82  4.78
C  1.15  -1.22  3.50
S  -0.27  -1.29  2.53
H  4.40  -0.23  3.37
H  4.41  -1.28  5.61
H  2.32  -2.29  6.51
H  0.26  -2.26  5.16
Cl  -4.68  0.66  -0.76
C  -3.48  -0.46  -1.31
C  -3.80  -1.35  -2.35
C  -2.88  -2.25  -2.81
Cl  -3.32  -3.33  -4.11
C  -1.59  -2.31  -2.26
C  -0.56  -3.19  -2.66
C  0.66  -3.13  -2.04
C  0.88  -2.20  -1.02
N  -0.06  -1.37  -0.62
C  -1.29  -1.41  -1.22
C  -2.23  -0.47  -0.70
O  -1.88  0.29  0.28
H  -4.79  -1.30  -2.79
H  -0.74  -3.89  -3.46
H  1.47  -3.78  -2.34
H  1.84  -2.10  -0.54

Properties
net charge = -1
ΔE to the lowest compared entry with this formula, charge and spin = 0.081 eV
highest occupied orbital energy (spin up / spin down) = -5.04 / -4.90 eV
multiplicity = 2
DFT total energy = -3203.73368 hartree

Record 10
Below is C9H17I2N5ReS2 as an isolated structure, with properties calculated with the ωB97M-V functional and the def2-TZVPD basis.

CARTESIAN COORDINATES (ANGSTROEM)
Re  0.17  0.54  0.46
I  2.34  0.24  2.01
C  1.91  -1.85  2.12
I  0.54  -2.15  0.51
H  1.43  -2.08  3.07
H  2.82  -2.42  1.95
C  -1.32  -0.20  4.86
C  -2.48  0.35  4.01
C  -2.00  1.28  2.95
N  -1.10  1.03  2.05
N  -0.87  2.07  1.13
C  -1.64  3.17  1.39
N  -1.59  4.27  0.69
S  -2.64  2.89  2.77
H  -1.65  -1.09  5.39
H  -0.99  0.54  5.59
H  -0.47  -0.48  4.23
H  -3.21  0.86  4.64
H  -3.02  -0.46  3.51
H  -0.95  4.39  -0.08
H  -2.17  5.07  0.92
C  2.90  -0.68  -2.64
N  1.58  -0.93  -3.20
C  1.43  -1.81  -4.42
C  -0.08  -1.73  -4.74
N  -0.58  -0.80  -3.68
C  0.41  -0.42  -2.91
S  0.13  0.91  -1.71
H  3.56  -0.32  -3.43
H  3.30  -1.61  -2.23
H  2.84  0.09  -1.87
H  1.77  -2.81  -4.17
H  2.05  -1.40  -5.21
H  -0.59  -2.69  -4.64
H  -0.28  -1.30  -5.72
H  -1.53  -0.48  -3.61

Properties
net charge = +4
ΔE to the lowest compared entry with this formula, charge and spin = 0.000 eV
highest occupied orbital energy (spin up / spin down) = -21.61 / -21.62 eV
multiplicity = 2
DFT total energy = -2095.27702 hartree

Record 11
Below is a 2-piece molecular cluster, C7H14 overall at a distorted geometry, with properties calculated with the ωB97M-V functional and the def2-TZVPD basis.

CARTESIAN COORDINATES (ANGSTROEM)
C  -1.39  1.12  0.32
C  -2.77  1.03  -0.12
C  -3.37  -0.39  -0.28
C  -2.15  -1.35  0.17
C  -0.98  -0.40  -0.01
H  -0.87  1.82  -0.40
H  -1.22  1.48  1.42
H  -3.16  1.56  -1.00
H  -3.48  1.72  0.67
H  -3.50  -0.73  -1.33
H  -4.33  -0.65  0.25
H  -2.06  -2.26  -0.29
H  -2.29  -1.51  1.24
H  -0.76  -0.50  -1.13
H  -0.19  -0.73  0.58
C  5.31  -0.69  0.09
C  5.40  0.66  -0.19
H  6.07  -1.32  -0.23
H  4.51  -1.32  0.47
H  6.26  1.06  -0.58
H  4.72  1.50  0.40

Properties
structure (SMILES) = C1CCCC1.C=C
ΔE to the lowest compared entry with this formula, charge and spin = 3.579 eV
highest occupied orbital energy = -10.01 eV
multiplicity = 1
DFT total energy = -274.98472 hartree

- DFT total energy of number 11 (C7H14)?
  -274.98472 hartree

- Which value of DFT total energy does entry 8 give?
  -5437.81776 hartree

- What is the formula in the ninth record?
  C22H11Cl2N2O6S2Tc